[1]
Entry from OMol25: a molecular structure, C35H76NbO19 in a non-equilibrium geometry (ωB97M-V/def2-TZVPD).

Results
**Energy**: -77975.68396 eV

ORCA input file:
```
! wB97M-V def2-TZVPD RIJCOSX def2/J DEFGRID3
* xyz -1 1
C 1.50756 -0.44207 3.53808
C 1.60596 0.56836 2.39873
C 0.21604 1.20409 2.14253
C -0.09879 1.43179 0.64686
C -0.00723 2.89179 0.20964
C -1.27439 3.74367 0.37086
C -1.89483 3.81618 1.76356
C -2.79215 2.60114 2.14520
Nb -4.92775 3.05075 2.77648
C -5.56488 0.90813 2.36103
C -4.44064 -0.14034 2.52515
C -3.92186 -0.62273 1.18672
O -2.70141 -1.35498 1.30674
H 0.68776 -1.13729 3.37270
H 1.33382 0.05957 4.48756
H 2.43020 -1.01030 3.63214
H 2.00059 0.09951 1.50498
H 2.26007 1.36513 2.74555
H 0.17363 2.14616 2.67678
H -0.52199 0.54499 2.58863
H 0.62934 0.84916 0.08798
H -1.07071 0.99630 0.43629
H 0.84770 3.37423 0.67938
H 0.21615 2.87508 -0.85990
H -0.98398 4.76795 0.12173
H -2.01836 3.46840 -0.37301
H -2.48731 4.72341 1.80632
H -1.13374 3.92568 2.53510
H -2.82930 1.93674 1.28091
H -2.33704 2.04454 2.96382
H -5.41961 3.56785 1.07379
H -6.62953 3.43149 3.32912
H -4.57442 2.64680 4.53464
H -4.52325 4.80848 3.14691
H -5.92287 0.86468 1.32882
H -6.38104 0.64012 3.02595
H -3.62542 0.16958 3.18065
H -4.87619 -1.02399 2.99640
H -3.81675 0.19367 0.47094
H -4.64437 -1.33926 0.80569
H -2.07380 -0.82815 1.82261
C -1.90863 5.23018 -3.36930
C -0.43260 5.54158 -3.47261
O -0.15841 6.45690 -4.55111
C -0.40411 7.73921 -4.28806
O -0.80656 8.19233 -3.24874
O -0.13365 8.45274 -5.39012
C -0.41087 9.84788 -5.26323
H -2.29870 4.88211 -4.32734
H -2.08101 4.46067 -2.61772
H -2.47778 6.11609 -3.08919
H 0.12620 4.63746 -3.71107
H -0.04088 5.93260 -2.53437
H 0.07802 10.26607 -4.38613
H -1.48553 10.01538 -5.20813
H -0.01777 10.32608 -6.15663
C -0.64071 -2.15695 6.65135
C -0.36066 -0.88746 7.42866
O -0.38220 -1.13549 8.84551
C 0.72394 -1.67029 9.35246
O 1.73372 -1.93874 8.75170
O 0.52870 -1.86036 10.66354
C 1.62444 -2.48014 11.33479
H -1.57113 -2.61362 6.99077
H -0.72036 -1.94712 5.58498
H 0.15376 -2.88906 6.79696
H -1.14482 -0.15714 7.23941
H 0.58651 -0.43578 7.13627
H 2.55334 -1.94687 11.14414
H 1.71892 -3.51970 11.02328
H 1.40013 -2.44279 12.39744
C 1.51221 0.33008 -5.33675
C 2.03362 1.64046 -4.78599
O 1.98052 1.66838 -3.35317
C 2.97304 1.03734 -2.72777
O 3.90106 0.47257 -3.25035
O 2.76883 1.14986 -1.41384
C 3.73686 0.47941 -0.60632
H 0.51465 0.12333 -4.94696
H 1.46612 0.36649 -6.42534
H 2.15714 -0.49876 -5.04571
H 1.40078 2.46242 -5.11716
H 3.04617 1.84750 -5.13106
H 4.74730 0.77743 -0.87856
H 3.62501 -0.59994 -0.70188
H 3.54059 0.77156 0.42109
C -1.88097 -8.62974 0.70977
C -2.85713 -8.54646 1.86406
O -2.68620 -7.33795 2.61212
C -3.25158 -6.24893 2.07163
O -3.89094 -6.22479 1.04919
O -2.98636 -5.21372 2.85700
C -3.48214 -3.94791 2.37683
H -0.85797 -8.49701 1.06396
H -1.95712 -9.59594 0.21013
H -2.07654 -7.84739 -0.02298
H -2.67540 -9.35724 2.56861
H -3.88790 -8.63390 1.52076
H -4.54578 -4.01163 2.15305
H -2.92849 -3.63582 1.50137
H -3.32900 -3.22411 3.16884
C 2.45349 6.59399 -6.13796
C 3.79488 6.85587 -6.78859
O 4.82943 7.05270 -5.80960
C 5.29863 5.94260 -5.24358
O 4.93536 4.81735 -5.47246
O 6.22954 6.29186 -4.35066
C 6.77162 5.19571 -3.61064
H 2.20510 7.37308 -5.42289
H 1.66777 6.54566 -6.89049
H 2.47133 5.64780 -5.59800
H 3.76744 7.77747 -7.36804
H 4.06874 6.04789 -7.46714
H 7.13094 4.41354 -4.27565
H 6.02260 4.79371 -2.93000
H 7.60470 5.59019 -3.03553
C 3.66847 -9.36813 -2.45157
C 2.77124 -10.58511 -2.37465
O 1.41693 -10.22103 -2.07468
C 0.70059 -9.77816 -3.11006
O 1.08080 -9.68397 -4.24963
O -0.51286 -9.45402 -2.66214
C -1.38218 -8.90136 -3.65379
H 3.58376 -8.77510 -1.54025
H 4.70808 -9.66929 -2.58126
H 3.38760 -8.72908 -3.28801
H 3.08682 -11.23397 -1.55930
H 2.80855 -11.16820 -3.29441
H -1.44198 -9.54855 -4.52600
H -1.04020 -7.90909 -3.94303
H -2.36412 -8.82199 -3.19611
*
```

=====

[2]
Entry from OMol25: a molecular structure, C35H77AlN4O8P in a non-equilibrium geometry (ωB97M-V/def2-TZVPD).

Results
**Energy**: -75772.71943 eV
**ΔE to the lowest compared entry with this formula, charge and spin**: 30.5 kcal per mole

ORCA input file:
```
! wB97M-V def2-TZVPD RIJCOSX def2/J DEFGRID3
* xyz -1 1
C 4.08598 0.92534 0.43677
C 4.41714 0.88317 -1.06164
C 4.46115 -0.52830 -1.63774
C 4.91275 -0.54124 -3.10628
C 3.81739 -0.98664 -4.06210
C 2.60120 -0.07734 -4.05385
C 2.81762 1.25617 -4.78965
C 2.15399 2.44269 -4.10763
C 0.64873 2.49498 -4.33225
C -0.08037 3.27342 -3.23741
C -1.53055 2.84972 -3.02497
C -1.78806 2.08620 -1.72226
C -2.94762 1.09594 -1.82557
C -2.61775 -0.32887 -1.35461
Al -1.29752 -1.36729 -2.45733
C 0.51940 -0.49500 -2.24343
C 1.00615 -0.76748 -0.81885
O 1.43672 0.44976 -0.13599
C 0.83408 0.72610 1.02971
O 0.54714 -0.11344 1.87815
C 0.52226 2.18874 1.23301
C 1.51156 3.14810 0.57161
O -1.12450 -3.02739 -1.78278
C -0.13816 -3.80549 -2.39577
C 0.55153 -4.78786 -1.41127
C -0.09485 -4.79042 -0.02838
P -1.83987 -1.59920 -4.76278
C -2.91007 -0.18884 -5.32022
O -0.37519 -1.22793 -5.57347
H 3.69265 -0.01571 0.80283
H 4.96863 1.18257 1.01537
H 3.36278 1.71237 0.63040
H 5.40796 1.30702 -1.20735
H 3.71522 1.48253 -1.63449
H 5.20231 -1.07588 -1.05574
H 3.51138 -1.03917 -1.50260
H 5.30536 0.42759 -3.40803
H 5.73871 -1.24406 -3.20891
H 3.49728 -1.98628 -3.77123
H 4.20351 -1.07269 -5.07904
H 1.77796 -0.60350 -4.53008
H 2.28977 0.12814 -3.03077
H 3.87682 1.44727 -4.95583
H 2.36766 1.16089 -5.77904
H 2.37290 2.42959 -3.04115
H 2.60096 3.34725 -4.51828
H 0.48666 3.04268 -5.25916
H 0.22581 1.50168 -4.47155
H -0.07783 4.31775 -3.54739
H 0.46926 3.24810 -2.29872
H -2.14485 3.74659 -2.99082
H -1.89403 2.27337 -3.87169
H -2.06000 2.84212 -0.98614
H -0.88499 1.60791 -1.35747
H -3.36110 1.09864 -2.83078
H -3.74077 1.45770 -1.17747
H -3.55559 -0.88924 -1.29208
H -2.23949 -0.27483 -0.32900
H 1.20299 -0.98842 -2.93552
H 0.51355 0.56267 -2.49171
H 0.25684 -1.27554 -0.21960
H 1.85500 -1.44479 -0.85668
H -0.45373 2.34076 0.77780
H 0.48057 2.36440 2.29944
H 1.73362 2.83862 -0.44217
H 2.42190 3.22789 1.15784
H 1.06808 4.14046 0.53005
H 0.65751 -3.20283 -2.84806
H -0.58522 -4.37957 -3.21509
H 0.55319 -5.79137 -1.83461
H 1.59263 -4.49677 -1.28633
H 0.47275 -5.43968 0.63745
H -0.03352 -3.78981 0.38104
H -1.12770 -5.10838 -0.09582
H -3.81302 -0.15020 -4.72329
H -2.37098 0.75834 -5.27623
H -3.17400 -0.34981 -6.36326
H -0.54201 -0.58222 -6.26121
C 4.17249 -6.09043 -0.18396
O 3.85633 -5.08141 -0.77429
N 4.06064 -7.33534 -0.69395
C 4.44432 -8.51287 0.05200
C 3.53034 -7.48180 -2.04025
H 4.57886 -6.07682 0.84364
H 5.23214 -9.05836 -0.47365
H 3.58666 -9.17664 0.18443
H 4.81540 -8.22310 1.03296
H 4.15863 -6.94583 -2.75236
H 2.52584 -7.06322 -2.09623
H 3.50132 -8.53657 -2.30327
C -4.92034 2.89432 0.82488
O -4.66264 3.91888 0.21979
N -4.49747 2.60753 2.06584
C -4.79510 1.34828 2.71098
C -3.68579 3.57152 2.79276
H -5.51598 2.08127 0.37415
H -5.33875 1.52260 3.64244
H -3.86293 0.83655 2.94395
H -5.39516 0.71609 2.05858
H -4.22782 4.50430 2.92643
H -2.77336 3.78240 2.23157
H -3.42900 3.16071 3.76550
C -2.78651 6.30450 5.53552
O -3.73082 6.02444 4.82573
N -2.38453 5.57279 6.59262
C -1.24780 5.95326 7.40285
C -3.11996 4.35902 6.92282
H -2.16141 7.19871 5.36395
H -0.48518 5.17189 7.37843
H -1.55509 6.11191 8.43931
H -0.81442 6.87565 7.02183
H -3.09839 3.65658 6.09126
H -4.16219 4.59871 7.13592
H -2.66959 3.89182 7.79453
C -2.73932 -0.07228 6.47871
O -3.26761 0.92052 6.01073
N -2.74835 -1.28912 5.91137
C -2.09920 -2.42963 6.52472
C -3.42759 -1.46310 4.63584
H -2.19495 -0.05024 7.43921
H -1.32513 -2.82356 5.86398
H -2.82796 -3.21824 6.72358
H -1.63938 -2.13209 7.46482
H -2.97573 -0.81310 3.88983
H -4.48029 -1.19566 4.73636
H -3.34096 -2.49663 4.31337
*
```

=====

[3]
Entry from OMol25: a molecular structure, C35H78BINO13PSSi2 (ωB97M-V/def2-TZVPD).

Results
**Energy**: -110329.35595 eV

ORCA input file:
```
! wB97M-V def2-TZVPD RIJCOSX def2/J DEFGRID3
* xyz 0 1
C -1.89828 -0.05285 2.64904
C -2.73129 1.00816 1.93895
N -2.04217 1.80196 0.91566
Si -1.34544 0.97061 -0.44548
C 0.41403 0.36730 -0.16109
C 1.16749 1.37987 0.69689
C 2.68314 1.20028 0.90910
I 3.56368 -0.53875 0.03914
O -2.29398 -0.39280 -0.70492
Si -3.69023 -0.32107 -1.56798
C -4.86043 1.06239 -1.08381
O -5.61228 0.61659 0.02964
C -6.73378 1.42870 0.34246
C -7.82429 0.54967 0.92128
P -4.73856 -2.28996 -1.14138
S -4.75928 -3.50067 -2.68689
B -1.23124 2.21016 -2.03209
O -1.25666 1.85504 -3.34743
O -1.01028 3.54696 -1.76413
H -0.94113 0.33850 2.98704
H -2.43855 -0.38944 3.53485
H -1.73753 -0.93504 2.03151
H -3.09347 1.70158 2.69906
H -3.61915 0.54514 1.51660
H -1.38834 2.44072 1.35037
H 0.42085 -0.63374 0.26846
H 0.87630 0.27758 -1.14818
H 0.70559 1.35933 1.68120
H 0.98203 2.38152 0.30846
H 2.88120 1.09941 1.96790
H 3.21994 2.05661 0.52388
H -3.45169 -0.32633 -3.02353
H -4.36846 2.02098 -0.89197
H -5.53031 1.21881 -1.94080
H -7.12270 1.92836 -0.54496
H -6.45859 2.22247 1.04169
H -8.19241 -0.09645 0.12821
H -8.64312 1.18156 1.25229
H -7.41019 -0.02543 1.74442
H -5.98804 -2.00972 -0.57001
H -4.03022 -2.84256 -0.06006
H -1.35695 0.91299 -3.48714
H -0.27534 3.85861 -2.29813
C 5.81047 2.99821 -2.91132
C 5.54605 3.09382 -1.43639
O 4.43807 3.29229 -0.98517
C 6.74307 2.92095 -0.53486
H 4.88438 3.14023 -3.46520
H 6.53313 3.76003 -3.20487
H 6.23067 2.02500 -3.15147
H 7.49504 3.67981 -0.76195
H 7.18794 1.93848 -0.70235
H 6.43589 3.00496 0.50562
C -3.28947 -6.85233 -1.10638
C -3.97280 -8.19307 -1.20346
O -4.71499 -8.59206 -0.33598
C -3.67536 -9.01376 -2.43369
H -3.57979 -6.36666 -0.17712
H -2.20637 -6.99169 -1.11945
H -3.57638 -6.21121 -1.94128
H -2.60482 -9.21982 -2.48876
H -3.97238 -8.46513 -3.32913
H -4.22148 -9.95254 -2.38654
C 2.43808 5.27242 0.84603
C 1.75624 5.00391 2.16447
O 1.46269 3.88507 2.51952
C 1.45090 6.20533 3.02643
H 2.61367 4.34396 0.31163
H 1.81589 5.92981 0.23550
H 3.39721 5.76451 1.01424
H 0.79623 6.89330 2.48926
H 2.37414 6.73127 3.27450
H 0.96193 5.88417 3.94265
C 10.35945 1.90569 -2.23154
C 9.37339 1.12161 -3.05984
O 8.47464 1.67540 -3.65118
C 9.54742 -0.37755 -3.11178
H 10.09131 2.96117 -2.26316
H 10.33017 1.55938 -1.19613
H 11.37040 1.75786 -2.61673
H 9.48160 -0.79649 -2.10629
H 10.52700 -0.62515 -3.52350
H 8.77324 -0.81649 -3.73624
C -0.83973 -8.40889 1.43717
C 0.16201 -9.12176 0.56122
O -0.16350 -9.62393 -0.48894
C 1.58752 -9.17131 1.05661
H -1.81812 -8.45295 0.96440
H -0.89341 -8.88448 2.41734
H -0.54339 -7.36650 1.56648
H 1.63116 -9.67947 2.02107
H 1.97572 -8.15960 1.18457
H 2.20466 -9.70617 0.33934
C -9.27411 4.28841 -2.97712
C -9.81530 3.70488 -1.69416
O -9.08429 3.37987 -0.78849
C -11.31291 3.54579 -1.59741
H -8.19024 4.35095 -2.92184
H -9.55755 3.65995 -3.82282
H -9.68531 5.28624 -3.13700
H -11.67134 2.88980 -2.39217
H -11.80009 4.51602 -1.70600
H -11.57299 3.11783 -0.63282
C 10.34350 6.53330 -3.36554
C 9.56177 6.15670 -2.13187
O 9.35225 5.00035 -1.84516
C 9.05233 7.28862 -1.27468
H 10.64974 5.63408 -3.89386
H 9.72728 7.14610 -4.02502
H 11.22742 7.10904 -3.08689
H 8.38931 7.92958 -1.85771
H 9.88809 7.89222 -0.91776
H 8.50867 6.88743 -0.42311
C -7.19828 -0.93137 4.89000
C -8.32041 -1.83252 4.43343
O -9.36430 -1.38318 4.02718
C -8.07572 -3.32113 4.50716
H -7.50416 0.10656 4.78386
H -6.95644 -1.13022 5.93520
H -6.30663 -1.10655 4.28500
H -7.87030 -3.61763 5.53700
H -7.21699 -3.59227 3.89078
H -8.95440 -3.85130 4.14954
C 5.41619 -4.31568 1.36913
C 4.71289 -4.60396 2.67396
O 4.48727 -5.73293 3.03880
C 4.30179 -3.40395 3.49312
H 5.65748 -5.25087 0.86988
H 4.76233 -3.72201 0.72880
H 6.33456 -3.75559 1.55107
H 3.62391 -2.77272 2.91524
H 5.17965 -2.81124 3.75533
H 3.80529 -3.73545 4.40169
*
```

=====

| no. | E_HOMO (eV) | LUMO level (eV) |
| --- | --- | --- |
| 1 | -4.66 | 1.896 |
| 2 | -3.46 | 2.044 |
| 3 | -8.07 | 0.285 |